Arrangement P

Computed, not measured: a 2-piece molecular cluster, C5H11O2 overall, with wB97M-V/def2-TZVPD.

Structure (XYZ):
```
18
Properties=species:S:1:pos:R:3
C 0.398 1.165 -1.031
C -0.679 0.377 -1.796
C -0.226 1.830 0.209
H 1.063 0.361 -0.674
H 0.998 1.727 -1.789
H -0.955 1.056 -2.630
H 0.228 1.386 1.096
H 0.216 2.816 0.405
H -1.642 0.127 -1.418
H -0.156 -0.432 -2.352
H -1.313 1.846 0.147
C 0.313 -2.147 0.873
C 0.218 -1.191 2.100
O 1.086 -1.489 2.987
O -0.595 -0.290 2.177
H -0.545 -2.767 0.616
H 1.083 -2.915 1.017
H 0.509 -1.460 0.064
```

Highest occupied orbital energy (spin up / spin down) ... -10.623 / -10.597 eV
Gap between HOMO and LUMO (spin up / spin down) ... 11.46 / 7.38 eV
Spin multiplicity ... 2

---

Arrangement Q

Computed, not measured: a 2-piece molecular cluster, C5H11O2 overall, with wB97M-V/def2-TZVPD.

Structure (XYZ):
```
18
Properties=species:S:1:pos:R:3
C 0.720 -0.920 1.277
C 1.924 -1.682 2.063
O 1.601 -2.330 3.106
O 3.116 -1.381 1.745
H 0.508 -0.001 2.101
H -0.201 -1.442 1.261
H 1.042 -0.613 0.333
C -1.278 1.164 -1.341
C 0.233 1.526 -0.970
C -1.509 -0.428 -1.018
H -1.682 1.901 -0.572
H -1.584 1.546 -2.269
H 1.052 0.928 -1.452
H -0.650 -1.089 -1.337
H -2.030 -0.536 -0.063
H 0.514 1.318 0.091
H 0.507 2.542 -1.164
H -2.283 -0.502 -1.792
```

Highest occupied orbital energy (spin up / spin down) ... -11.384 / -9.978 eV
Gap between HOMO and LUMO (spin up / spin down) ... 12.01 / 6.11 eV
Spin multiplicity ... 2

---

The structure with the least stability is arrangement Q.

---

Arrangement P

Computed, not measured: C26H23AsIN3PS4Tc as an isolated structure, with wB97M-V/def2-TZVPD.

Structure (XYZ):
```
60
Properties=species:S:1:pos:R:3
Tc -0.391 -0.205 0.168
C -1.187 -1.707 1.685
C -2.179 -1.544 0.677
C -2.680 -0.223 0.783
C -2.078 0.387 1.928
C -1.172 -0.512 2.478
H -0.712 -2.633 1.969
H -2.567 -2.319 0.033
H -3.510 0.181 0.222
H -2.338 1.350 2.338
H -0.616 -0.378 3.393
S 4.145 2.320 -0.276
As 4.193 1.963 1.921
S 1.699 -0.370 1.273
S 2.004 1.353 2.344
S 4.818 0.457 0.430
I -1.229 5.968 0.220
C -0.373 4.098 -0.046
C 0.920 3.797 -0.431
N 1.030 2.465 -0.453
N -0.120 1.875 -0.107
C -0.986 2.862 0.142
H 1.740 4.447 -0.688
H 1.861 1.930 -0.681
H -2.007 2.677 0.424
N 0.169 -0.666 -1.432
P 0.888 -1.487 -2.675
C 1.872 -2.760 -1.864
C 1.183 -3.648 -1.034
C 1.876 -4.648 -0.379
C 3.254 -4.748 -0.538
C 3.937 -3.867 -1.362
C 3.248 -2.871 -2.039
C -0.379 -2.214 -3.708
C -1.656 -1.660 -3.758
C -2.602 -2.225 -4.597
C -2.274 -3.327 -5.375
C -0.995 -3.868 -5.327
C -0.038 -3.316 -4.491
C 1.943 -0.394 -3.621
C 1.809 -0.297 -5.002
C 2.723 0.463 -5.716
C 3.753 1.119 -5.057
C 3.877 1.024 -3.675
C 2.973 0.269 -2.950
H 0.108 -3.553 -0.926
H 1.352 -5.356 0.249
H 3.793 -5.530 -0.019
H 5.007 -3.960 -1.485
H 3.775 -2.196 -2.700
H -1.899 -0.798 -3.148
H -3.598 -1.805 -4.649
H -3.017 -3.769 -6.025
H -0.743 -4.722 -5.940
H 0.958 -3.740 -4.447
H 1.010 -0.812 -5.522
H 2.638 0.536 -6.792
H 4.466 1.703 -5.623
H 4.690 1.530 -3.169
H 3.073 0.158 -1.874
```

Highest occupied orbital energy ... -13.392 eV
Gap between HOMO and LUMO ... 5.95 eV
Spin multiplicity ... 1
Total charge ... +2

---

Arrangement Q

Computed, not measured: C26H23AsIN3PS4Tc as an isolated structure, with wB97M-V/def2-TZVPD.

Structure (XYZ):
```
60
Properties=species:S:1:pos:R:3
Tc 0.234 0.176 2.213
C 0.382 1.917 3.664
C 1.002 2.410 2.475
C 2.165 1.652 2.230
C 2.270 0.676 3.254
C 1.191 0.860 4.162
H -0.464 2.354 4.168
H 0.642 3.246 1.898
H 2.855 1.783 1.412
H 3.081 -0.027 3.362
H 1.029 0.342 5.095
S -6.366 1.333 4.013
As -4.952 0.286 3.041
S -2.891 1.151 3.494
S -1.711 -0.503 3.113
S -4.903 -1.182 1.641
I -0.084 -5.924 1.139
C 0.441 -4.119 1.982
C 1.298 -3.895 3.038
N 1.354 -2.566 3.231
N 0.569 -1.914 2.355
C -0.001 -2.851 1.598
H 1.859 -4.577 3.656
H 1.863 -2.067 3.947
H -0.695 -2.580 0.818
N 0.008 0.310 0.515
P 0.024 0.408 -1.150
C 1.284 1.546 -1.692
C 2.239 1.173 -2.636
C 3.165 2.110 -3.072
C 3.136 3.403 -2.570
C 2.174 3.778 -1.636
C 1.243 2.853 -1.199
C -1.597 0.947 -1.645
C -2.699 0.723 -0.819
C -3.957 1.097 -1.260
C -4.111 1.683 -2.511
C -3.011 1.901 -3.331
C -1.746 1.537 -2.901
C 0.376 -1.272 -1.636
C -0.567 -1.998 -2.361
C -0.291 -3.313 -2.707
C 0.911 -3.893 -2.328
C 1.849 -3.168 -1.599
C 1.587 -1.856 -1.250
H 2.260 0.167 -3.033
H 3.905 1.830 -3.810
H 3.858 4.130 -2.916
H 2.144 4.794 -1.267
H 0.467 3.149 -0.502
H -2.584 0.257 0.153
H -4.818 0.925 -0.628
H -5.097 1.973 -2.850
H -3.138 2.360 -4.303
H -0.884 1.718 -3.534
H -1.506 -1.543 -2.650
H -1.015 -3.881 -3.275
H 1.123 -4.918 -2.603
H 2.785 -3.628 -1.311
H 2.315 -1.287 -0.682
```

Highest occupied orbital energy ... -13.894 eV
Gap between HOMO and LUMO ... 6.54 eV
Spin multiplicity ... 1
Total charge ... +2

---

The structure with the least stability is arrangement Q.

---

Arrangement P

Computed, not measured: a 2-piece molecular cluster, C2H7NOSi overall, with wB97M-V/def2-TZVPD.

Structure (XYZ):
```
12
Properties=species:S:1:pos:R:3
C -0.050 1.315 0.500
C -0.286 1.060 -0.899
N 0.951 1.479 1.430
O 1.142 -2.257 0.607
Si -0.042 -2.309 -0.278
H -1.016 1.737 1.032
H -0.326 0.346 0.916
H -1.170 0.490 -1.147
H 0.510 1.062 -1.532
H 1.952 1.517 1.071
H -1.611 -2.325 0.042
H -0.055 -2.117 -1.741
```

Highest occupied orbital energy (spin up / spin down) ... -9.260 / -8.655 eV
Gap between HOMO and LUMO (spin up / spin down) ... 8.64 / 8.20 eV
Spin multiplicity ... 1

---

Arrangement Q

Computed, not measured: a 2-piece molecular cluster, C2H7NOSi overall, with wB97M-V/def2-TZVPD.

Structure (XYZ):
```
12
Properties=species:S:1:pos:R:3
C 0.716 -1.620 0.756
N 0.599 -0.256 0.231
Si 1.133 0.881 -0.814
H 1.212 -2.364 0.157
H 1.323 -1.702 1.672
H -0.349 -1.745 1.102
H 0.641 2.324 -0.378
H 1.760 1.185 -2.192
C -1.751 0.829 -0.133
O -1.406 1.726 -0.842
H -1.559 0.874 0.978
H -2.319 -0.132 -0.536
```

Highest occupied orbital energy ... -8.819 eV
SMILES ... CN=[SiH2].C=O
Gap between HOMO and LUMO ... 8.74 eV
Spin multiplicity ... 1

---

The structure with the least stability is arrangement P.

---

Arrangement P

Computed, not measured: a 2-piece molecular cluster, C5H15NP overall, with wB97M-V/def2-TZVPD.

Structure (XYZ):
```
22
Properties=species:S:1:pos:R:3
C 2.515 0.918 0.981
C -0.291 -1.836 -0.113
C -3.654 -1.051 0.521
C 1.022 1.486 -1.919
C 0.967 0.947 1.161
N 0.335 -0.964 -0.836
P 0.082 0.690 -0.541
H 2.954 0.121 1.675
H 2.935 0.724 -0.028
H 2.931 1.916 1.147
H -2.933 -1.897 0.489
H -0.002 -2.819 -0.140
H -1.198 -1.581 0.461
H -4.657 -1.532 0.602
H -3.621 -0.295 -0.239
H -3.343 -0.596 1.560
H 1.578 0.735 -2.486
H 1.684 2.300 -1.622
H 0.337 1.902 -2.717
H 0.519 1.960 1.346
H 0.654 0.230 2.002
H 1.185 -1.358 -1.304
```

Highest occupied orbital energy ... -12.976 eV
Gap between HOMO and LUMO ... 7.69 eV
Spin multiplicity ... 1
Total charge ... +1

---

Arrangement Q

Computed, not measured: a 2-piece molecular cluster, C5H15NP overall, with wB97M-V/def2-TZVPD.

Structure (XYZ):
```
22
Properties=species:S:1:pos:R:3
C 1.304 0.783 0.304
C -0.218 2.318 -0.999
C 1.117 -3.092 -0.198
C 0.141 0.834 -0.765
C -1.019 0.042 -0.180
N -1.670 0.661 1.025
P 0.134 -2.297 1.114
H 1.038 1.409 1.211
H 1.484 -0.189 0.686
H 2.262 1.109 -0.114
H -0.516 2.669 -0.037
H -0.950 2.574 -1.650
H 0.700 2.944 -1.130
H 2.059 -3.364 0.367
H 1.293 -2.339 -0.938
H 0.702 -3.932 -0.750
H 0.353 0.216 -1.663
H -1.857 -0.161 -0.896
H -0.828 1.134 1.397
H -2.072 -0.042 1.654
H -2.314 1.450 0.641
H -1.142 -2.727 0.923
```

Highest occupied orbital energy (spin up / spin down) ... -12.900 / -12.290 eV
Gap between HOMO and LUMO (spin up / spin down) ... 8.27 / 7.50 eV
Spin multiplicity ... 1
Total charge ... +1

---

Arrangement R

Computed, not measured: a 2-piece molecular cluster, C5H15NP overall, with wB97M-V/def2-TZVPD.

Structure (XYZ):
```
22
Properties=species:S:1:pos:R:3
C -1.777 0.923 -0.169
C 1.715 1.665 0.353
C -1.368 -1.836 -0.610
C -0.789 0.226 0.542
C 1.238 0.430 -0.385
N -1.091 -1.212 0.760
P 2.212 -1.034 0.035
H -2.708 1.011 0.331
H -1.687 0.691 -1.252
H -1.483 2.032 -0.173
H 2.496 1.938 -0.295
H 2.166 1.555 1.311
H 1.093 2.647 0.280
H -1.548 -2.860 -0.447
H -2.297 -1.507 -0.985
H -0.505 -1.602 -1.201
H -0.626 0.692 1.452
H 1.016 0.759 -1.424
H -1.867 -1.439 1.392
H -0.298 -1.770 1.129
H 3.486 -0.255 0.648
H 2.623 -1.055 -1.292
```

Highest occupied orbital energy ... -12.904 eV
Gap between HOMO and LUMO ... 9.80 eV
Spin multiplicity ... 1
Total charge ... +1

---

The structure with the least stability is arrangement R.

---

Arrangement P

Computed, not measured: a 4-piece molecular cluster, C12H28N4O4 overall, with wB97M-V/def2-TZVPD.

Structure (XYZ):
```
48
Properties=species:S:1:pos:R:3
C 7.113 3.309 -4.750
N 7.306 2.125 -5.651
C 7.551 2.212 -6.969
C 7.850 0.912 -7.758
O 7.495 3.278 -7.505
H 7.703 3.374 -3.836
H 6.050 3.231 -4.524
H 7.122 4.320 -5.158
H 7.517 1.265 -5.165
H 7.709 0.073 -7.078
H 8.866 0.868 -8.150
H 7.015 0.960 -8.457
C -5.863 1.115 5.406
N -5.948 -0.270 5.912
C -7.134 -0.783 6.401
C -7.095 -2.233 6.619
O -8.170 -0.190 6.670
H -6.719 1.627 5.845
H -5.789 1.217 4.323
H -4.949 1.618 5.723
H -5.083 -0.789 5.955
H -7.819 -2.622 7.335
H -6.273 -2.427 7.309
H -7.023 -2.745 5.660
C -2.253 -5.869 2.259
N -0.879 -5.440 2.256
C -0.495 -4.321 2.912
C 0.925 -3.859 2.737
O -1.227 -3.656 3.573
H -2.705 -5.565 1.315
H -2.913 -5.638 3.096
H -2.227 -6.946 2.098
H -0.202 -6.096 1.894
H 0.766 -2.845 2.368
H 1.406 -4.387 1.915
H 1.553 -3.912 3.626
C -1.059 3.138 -4.074
N -0.518 3.676 -2.805
C -0.219 2.804 -1.825
C 0.444 3.408 -0.607
O -0.186 1.597 -2.026
H -0.119 2.905 -4.575
H -1.425 3.950 -4.702
H -1.793 2.342 -3.948
H -0.222 4.640 -2.874
H 1.526 3.312 -0.699
H 0.180 2.872 0.305
H 0.212 4.447 -0.373
```

Highest occupied orbital energy ... -9.478 eV
SMILES ... CNC(C)=O.CNC(C)=O.CNC(C)=O.CNC(C)=O
Gap between HOMO and LUMO ... 10.10 eV
Spin multiplicity ... 1

---

Arrangement Q

Computed, not measured: C12H28N4O4 as an isolated structure, with wB97M-V/def2-TZVPD.

Structure (XYZ):
```
48
Properties=species:S:1:pos:R:3
C 4.531 1.039 0.931
C 3.120 0.853 0.349
O 2.587 -0.249 0.557
N 2.638 1.772 -0.413
C 1.254 1.738 -0.959
H 5.230 1.405 0.178
H 4.929 0.093 1.298
H 4.376 1.681 1.798
H 3.190 2.581 -0.662
H 1.339 1.987 -2.017
H 0.515 2.417 -0.531
H 0.801 0.751 -0.867
C -1.673 0.283 -1.639
C -0.852 0.122 -0.339
O -0.465 1.125 0.311
N -0.528 -1.115 0.005
C 0.433 -1.372 1.083
H -1.006 0.923 -2.218
H -2.691 0.666 -1.563
H -1.525 -0.670 -2.145
H -0.814 -1.884 -0.585
H 1.397 -1.340 0.575
H 0.213 -2.375 1.450
H 0.268 -0.722 1.942
C -1.567 3.009 2.229
C -0.313 2.423 2.861
O 0.091 2.843 3.942
N 0.342 1.582 2.022
C 1.544 0.879 2.297
H -1.493 3.242 1.166
H -1.733 3.961 2.734
H -2.457 2.390 2.344
H -0.135 1.130 1.255
H 1.955 0.204 1.546
H 1.400 0.328 3.227
H 2.419 1.512 2.445
C -1.473 -2.955 -3.753
C -1.561 -2.801 -2.272
O -0.582 -2.565 -1.581
N -2.775 -2.845 -1.738
C -3.144 -2.551 -0.375
H -2.445 -3.202 -4.181
H -0.869 -3.778 -4.133
H -1.229 -1.954 -4.111
H -3.531 -3.027 -2.382
H -3.267 -3.467 0.202
H -4.110 -2.049 -0.406
H -2.336 -2.016 0.124
```

Highest occupied orbital energy ... -7.085 eV
Gap between HOMO and LUMO ... 7.20 eV
Spin multiplicity ... 1

---

The structure with the least stability is arrangement Q.

---

Arrangement P

Computed, not measured: one molecule with the formula C2H4ClP, with wB97M-V/def2-TZVPD.

Structure (XYZ):
```
8
Properties=species:S:1:pos:R:3
Cl -2.583 -0.597 0.056
P -1.104 0.786 -0.063
C 0.282 -0.033 0.770
C 0.453 0.127 -0.755
H 0.301 -1.066 1.065
H 0.866 0.547 1.338
H 1.110 0.947 -0.987
H 0.674 -0.710 -1.424
```

Highest occupied orbital energy ... -9.427 eV
SMILES ... ClP1CC1
Gap between HOMO and LUMO ... 10.51 eV
Spin multiplicity ... 1

---

Arrangement Q

Computed, not measured: one molecule with the formula C2H4ClP, with wB97M-V/def2-TZVPD.

Structure (XYZ):
```
8
Properties=species:S:1:pos:R:3
C -0.002 -0.714 -0.164
C -0.182 0.627 -0.829
P 1.381 -0.359 1.190
Cl -1.419 1.626 -0.228
H -1.025 -1.063 0.312
H 0.309 -1.443 -0.925
H 0.368 1.058 -1.604
H 0.570 0.269 2.247
```

Highest occupied orbital energy (spin up / spin down) ... -7.886 / -8.459 eV
Gap between HOMO and LUMO (spin up / spin down) ... 6.92 / 8.33 eV
Spin multiplicity ... 1

---

The structure with the least stability is arrangement Q.